Below is a structure of composition C25H35CeN2, with properties calculated with the ωB97M-V functional and the def2-TZVPD basis.

Last column: Mulliken charge in e.
CARTESIAN COORDINATES (ANGSTROEM)
C1 1.261 -2.247 0.483  0.56
C2 2.148 -1.420 -0.282  0.26
C3 1.579 -1.255 -1.583  0.79
C4 0.314 -1.928 -1.610  0.65
C5 0.118 -2.546 -0.331  0.62
Ce1 -0.017 0.092 0.153  0.18
C6 -2.372 1.493 -0.371  0.66
C7 -2.253 1.087 0.969  -0.19
H1 -2.158 1.863 1.740  0.64
C8 -2.175 -0.275 1.359  -1.24
H2 -2.657 -1.068 0.772  0.45
H3 -1.913 -0.545 2.387  0.47
C9 -2.527 2.938 -0.741  -1.32
H4 -2.085 3.623 -0.007  0.32
H5 -2.045 3.147 -1.703  0.17
H6 -3.592 3.209 -0.852  0.37
C10 -2.722 0.490 -1.430  -0.69
H7 -2.326 -0.530 -1.245  0.01
H8 -3.818 0.375 -1.541  0.43
H9 -2.347 0.800 -2.415  0.25
C11 3.465 -0.888 0.170  -1.63
H10 3.459 -0.643 1.242  0.32
H11 4.264 -1.631 0.005  0.40
H12 3.742 0.021 -0.382  0.34
C12 2.248 -0.576 -2.724  -1.43
H13 2.554 0.448 -2.464  0.24
H14 3.155 -1.124 -3.035  0.41
H15 1.581 -0.512 -3.590  0.38
C13 -0.559 -2.091 -2.803  -1.35
H16 -0.615 -1.170 -3.396  0.26
H17 -0.174 -2.882 -3.469  0.36
H18 -1.580 -2.375 -2.516  0.27
C14 -1.004 -3.451 0.044  -1.71
H19 -1.930 -3.188 -0.484  0.34
H20 -0.770 -4.499 -0.209  0.38
H21 -1.207 -3.410 1.122  0.37
C15 1.556 -2.839 1.815  -1.37
H22 0.632 -3.102 2.345  0.34
H23 2.153 -3.761 1.713  0.32
H24 2.133 -2.148 2.443  0.41
C16 0.104 1.525 -1.735  2.54
C17 0.713 2.537 -1.027  -0.77
C18 -0.195 1.634 -3.095  -0.95
C19 1.153 3.695 -1.732  -0.91
H25 0.924 2.413 0.056  0.35
C20 0.173 2.805 -3.766  -0.76
H26 -0.685 0.828 -3.646  0.06
C21 0.883 3.805 -3.092  -0.81
H27 1.685 4.488 -1.199  0.43
H28 -0.069 2.910 -4.828  0.44
H29 1.223 4.677 -3.649  0.38
C22 0.068 3.702 2.227  -0.86
C23 0.366 2.430 2.921  0.26
N1 0.479 1.185 2.423  0.25
C24 0.732 0.344 3.528  -0.47
C25 0.803 1.109 4.656  -0.79
N2 0.579 2.416 4.249  -0.04
H30 -0.588 4.317 2.866  0.46
H31 1.002 4.259 2.037  0.36
H32 -0.441 3.519 1.268  -0.25
H33 0.838 -0.727 3.413  0.35
H34 0.974 0.839 5.687  0.42
H35 0.561 3.251 4.831  0.24

Output
Orbital gap (spin up / spin down)   6.89 / 7.54 eV
Total charge   +1
E   -1558.008031 hartree
ΔE to the lowest compared entry with this formula, charge and spin   0.0 kcal per mole
Lowest unoccupied orbital energy (spin up / spin down)   -3.6 / -2.9 eV
Spin multiplicity   1